(1)
DFT (ωB97M-V/def2-TZVPD) results for one molecule with the formula ClH3NO2P.

Structure (SMILES): N=P(O)(O)Cl
Orbital gap (eV): 10.39
Total charge: 0

The geometry in XYZ format:
```
8
ClH3NO2P ωB97M-V/def2-TZVPD
N -1.27196 0.10141 -0.90976
P -0.12096 -0.19554 0.02078
O 1.27697 -0.61267 -0.49209
O 0.31874 0.90964 1.14077
Cl -0.03281 -1.99770 1.70346
H -1.26956 -0.61739 -1.57221
H 1.87466 -1.04939 0.08813
H -0.25464 1.61494 1.47612
```

=====

(2)
DFT (ωB97M-V/def2-TZVPD) results for C11H23BINO5PSr as an isolated structure.

Orbital gap (eV): 3.48
Total charge: +1

The geometry in XYZ format:
```
44
C11H23BINO5PSr ωB97M-V/def2-TZVPD
C -2.39427 -0.37275 3.77433
C -3.36147 0.35476 2.62088
C -2.56876 0.24231 1.15112
O -1.24650 0.82319 1.36907
C -0.43042 0.85309 0.10867
C -0.79794 2.23953 -0.63787
O 0.18308 3.08000 -1.07447
O -2.17068 2.81536 -0.83363
N -0.45577 -0.42572 -0.57859
B 0.32378 -1.56495 0.02452
O -0.28656 -2.21864 1.23668
O 1.63594 -2.08869 -0.39469
C 1.59199 -3.51814 -0.73756
C -0.78957 -0.54371 -2.00699
I -2.92512 -0.12090 -2.51671
C 0.22917 0.14485 -3.09590
C 1.58000 -0.73598 -3.42548
P 1.38489 1.09571 0.78905
C 1.49176 2.69955 1.84124
C 2.66737 1.10172 -0.61950
H -3.05981 -0.96004 4.57185
H -1.77616 0.42016 4.40407
H -1.63909 -1.14591 3.29476
H -3.50930 1.45986 2.97616
H -4.34417 -0.28671 2.59687
H -3.25921 0.79547 0.38938
H -2.57924 -0.91157 0.89963
H -1.14951 -2.65944 0.91271
H 0.81232 -4.15087 -0.12898
H 2.65472 -3.99625 -0.50497
H 1.39602 -3.70916 -1.89251
H -0.72231 -1.71255 -2.26278
H -0.37958 0.19256 -4.12253
H 0.55137 1.24011 -2.86437
H 1.57827 -1.82103 -2.98819
H 2.52275 -0.09223 -3.13484
H 1.64323 -0.86550 -4.61059
H 0.57962 3.41913 1.57862
H 1.50491 2.49975 2.99960
H 2.47272 3.29626 1.52102
H 2.31338 1.57821 -1.62786
H 3.62997 1.72517 -0.28753
H 3.09018 0.02179 -0.88456
Sr 4.00800 1.80220 2.17087
```

=====

(3)
DFT (ωB97M-V/def2-TZVPD) results for a 4-piece molecular cluster, C43H77BClN6O12PS overall.

Structure (SMILES): C#CCN1c2c(ON=O)cc(P(C)O)c(B(O)OC)c2Sc2c(Cl)c(C)c(NCC)c(CCCCOC)c21.COCCNCCOC.COCCNCCOC.COCCNCCOC
Orbital gap (eV): 7.84
Total charge: 0

The geometry in XYZ format:
```
142
C43H77BClN6O12PS ωB97M-V/def2-TZVPD
C -4.19579 -0.41036 3.28420
C -4.45776 -1.11682 2.34846
C -4.87421 -1.84453 1.13946
N -3.75813 -2.18878 0.20486
C -3.64761 -3.59430 -0.02881
C -4.32973 -4.13247 -1.12067
O -5.12129 -3.34708 -1.93411
N -4.34203 -2.81856 -3.04605
O -4.54467 -1.68699 -3.18092
C -4.20883 -5.49763 -1.37528
C -3.44300 -6.33825 -0.57711
P -3.36648 -8.12936 -1.01416
C -1.58523 -8.39016 -1.46351
O -4.11631 -8.25414 -2.49703
C -2.75530 -5.81567 0.54202
B -1.84419 -6.64294 1.54624
O -2.31278 -7.11597 2.74130
O -0.51830 -6.90949 1.23926
C 0.13732 -5.98623 0.36646
C -2.89804 -4.45261 0.78395
S -2.09932 -3.69512 2.19128
C -1.62013 -2.14049 1.44470
C -0.41472 -1.55322 1.76665
Cl 0.60881 -2.34758 2.94688
C -0.01848 -0.35390 1.17001
C 1.33346 0.20609 1.53808
C -0.89739 0.21917 0.24205
N -0.51194 1.41268 -0.43184
C -0.12226 1.17156 -1.84417
C 0.58075 -0.16892 -2.12963
C -2.14749 -0.35731 -0.06772
C -3.12763 0.28190 -1.04005
C -3.43921 1.78192 -0.73727
C -3.38895 2.64924 -2.00645
C -3.92616 4.06022 -1.75889
O -5.31767 4.05749 -1.55050
C -5.84548 5.35909 -1.78035
C -2.51502 -1.56995 0.53639
H -4.10915 0.07933 4.22885
H -5.35656 -2.77493 1.45685
H -5.63154 -1.29285 0.57541
H -4.73657 -5.91233 -2.22819
H -1.22786 -7.50544 -2.00398
H -0.97549 -8.60288 -0.59069
H -1.55378 -9.21401 -2.18207
H -3.46576 -8.02332 -3.17454
H -1.55807 -7.17546 3.33914
H -0.17908 -6.10316 -0.67213
H 1.20776 -6.19424 0.41160
H -0.02428 -4.94649 0.65889
H 2.09622 -0.50283 1.19568
H 1.45076 0.27706 2.62117
H 1.55613 1.17280 1.09249
H 0.24710 1.87611 0.03923
H 0.56851 1.97584 -2.11421
H -0.98597 1.22120 -2.50632
H -0.16179 -0.96320 -2.24267
H 1.07512 -0.08896 -3.10746
H 1.33297 -0.44646 -1.38946
H -4.07893 -0.23530 -0.94359
H -2.80922 0.16559 -2.07973
H -2.79061 2.18769 0.03618
H -4.46282 1.86269 -0.35716
H -2.36258 2.78368 -2.35733
H -3.97014 2.13426 -2.77878
H -3.63605 4.68565 -2.61671
H -3.37620 4.45922 -0.88960
H -5.37389 6.06328 -1.08444
H -5.63339 5.67833 -2.80755
H -6.92046 5.30008 -1.62222
C 4.88983 -1.16636 -8.82752
O 4.64529 0.22278 -8.71120
C 3.73730 0.73655 -9.67957
C 2.42561 1.14356 -9.03821
N 1.66905 -0.01989 -8.58962
C 0.52448 0.29579 -7.73769
C 0.78971 0.97096 -6.39495
O 1.46379 0.15497 -5.45088
C 2.87574 0.13586 -5.56999
H 5.71364 -1.41224 -8.15912
H 4.01769 -1.75736 -8.52783
H 5.17598 -1.43464 -9.84817
H 3.57628 0.02609 -10.49514
H 4.20297 1.62997 -10.10495
H 1.82761 1.69847 -9.76678
H 2.66479 1.81961 -8.20686
H 2.28686 -0.63615 -8.07921
H 0.01366 -0.64869 -7.53495
H -0.17413 0.91421 -8.30985
H -0.18298 1.19062 -5.94581
H 1.29894 1.93641 -6.49745
H 3.27182 1.08736 -5.93200
H 3.20579 -0.67721 -6.22132
H 3.28849 -0.05800 -4.57837
C 4.07758 3.11452 -0.81225
O 3.44170 3.47195 0.40167
C 3.95662 2.80060 1.54822
C 4.70836 3.75571 2.45338
N 5.96337 4.18545 1.84790
C 6.61783 5.29611 2.53731
C 5.88730 6.63462 2.60455
O 5.74768 7.28877 1.35594
C 4.63922 6.88050 0.57564
H 3.50061 3.55075 -1.62669
H 5.09729 3.50929 -0.86575
H 4.10169 2.02855 -0.94275
H 4.57785 1.94444 1.26943
H 3.09127 2.41938 2.09581
H 4.92243 3.25551 3.40229
H 4.04323 4.60507 2.65666
H 5.78865 4.46238 0.89143
H 7.56828 5.46630 2.02591
H 6.86166 4.97684 3.55551
H 6.49659 7.30452 3.21682
H 4.91665 6.56296 3.10956
H 3.78734 6.58632 1.19355
H 4.90987 6.06220 -0.09740
H 4.34122 7.72641 -0.04450
C -0.55081 0.75170 10.29691
O 0.26456 0.97473 9.16200
C 1.11757 -0.11691 8.83515
C 0.68328 -0.78532 7.54584
N -0.57366 -1.50431 7.71557
C -1.18288 -1.95398 6.46437
C -1.61639 -0.89718 5.45447
O -2.70920 -0.09482 5.87992
C -2.36744 1.01418 6.69245
H -1.02666 1.69774 10.55090
H -1.33697 0.01719 10.09227
H 0.04295 0.41826 11.15256
H 1.17751 -0.83837 9.65489
H 2.11798 0.29960 8.68592
H 1.45738 -1.49089 7.22991
H 0.60404 -0.00064 6.78158
H -1.23251 -0.90597 8.19507
H -2.06992 -2.53125 6.73663
H -0.49471 -2.64798 5.97218
H -1.97332 -1.42569 4.56505
H -0.78609 -0.26597 5.11558
H -1.38791 1.42471 6.43617
H -2.39296 0.74967 7.75281
H -3.11960 1.78814 6.53260
```

=====

(4)
DFT (ωB97M-V/def2-TZVPD) results for a 2-piece molecular cluster, C3H9NO overall.

Structure (SMILES): C=O.CNC
Orbital gap (eV): 9.81
Total charge: 0

The geometry in XYZ format:
```
14
C3H9NO ωB97M-V/def2-TZVPD
C -1.91943 -0.27024 1.05250
O -2.91326 -0.32772 0.36628
H -1.16892 0.34900 0.70900
H -1.83994 -0.56881 2.19448
C 1.89952 0.15217 -1.65794
N 0.94795 0.44041 -0.50475
C 1.31068 -0.04384 0.71602
H 1.49051 -0.77385 -2.25994
H 3.03194 -0.33165 -1.26179
H 2.03161 0.92222 -2.43486
H 0.87294 1.49779 -0.36807
H 2.38357 0.26370 0.86928
H 0.76993 0.36410 1.57336
H 1.35413 -1.21211 0.91813
```

=====

(5)
DFT (ωB97M-V/def2-TZVPD) results for C3H4LaO2 as an isolated structure.

Orbital gap (spin up / spin down) (eV): 7.17 / 6.97
⟨S²⟩: 0.76
Multiplicity: 2
Total charge: +2

The geometry in XYZ format:
```
10
C3H4LaO2 ωB97M-V/def2-TZVPD
H -0.31354 -0.88103 -1.66350
O -0.92685 -0.32462 0.95241
O -0.14237 1.71326 0.36210
C -0.05211 -0.97266 0.05923
C 0.33803 -2.29290 0.56087
C -0.85503 0.99331 0.99580
H 0.19396 -3.01619 -0.25652
H 1.42586 -2.30821 0.75626
H -0.12848 -2.54914 1.52064
La 1.21547 0.87457 -1.43813
```